C30H60O30 | wB97M-V/def2-TZVPD

The SMILES is COC(=O)OC.COC(=O)OC.COC(=O)OC.COC(=O)OC.COC(=O)OC.COC(=O)OC.COC(=O)OC.COC(=O)OC.COC(=O)OC.COC(=O)OC. The value obtained for the largest force on an atom is 2.6 eV Å⁻¹. The energy above the lowest of the compared OMol25 structures with the same formula, charge and spin comes out at 147.5 kJ/mol. The value obtained for the HOMO energy is -10.6118 eV. The value obtained for the total energy is -3436.293972 a.u.

CARTESIAN COORDINATES (ANGSTROEM)
C1 -2.650 4.494 -0.799
O1 -3.499 4.851 0.259
C2 -2.968 5.383 1.363
O2 -1.806 5.422 1.647
O3 -3.958 5.936 2.023
C3 -3.747 6.478 3.313
H1 -2.789 5.058 -1.724
H2 -2.697 3.441 -1.069
H3 -1.608 4.715 -0.545
H4 -3.181 5.820 3.974
H5 -4.714 6.730 3.732
H6 -3.127 7.377 3.263
C4 -6.708 0.285 0.767
O4 -6.755 1.705 0.743
C5 -6.845 2.302 -0.430
O5 -6.885 1.773 -1.522
O6 -6.836 3.608 -0.215
C6 -6.819 4.491 -1.343
H7 -7.652 -0.093 1.162
H8 -5.955 -0.097 1.457
H9 -6.502 -0.157 -0.205
H10 -7.048 5.473 -0.942
H11 -7.678 4.209 -1.955
H12 -5.909 4.455 -1.933
C7 -2.241 0.967 0.283
O7 -1.382 0.021 0.871
C8 -0.292 -0.332 0.268
O8 0.146 0.076 -0.784
O9 0.305 -1.283 1.005
C9 1.443 -1.922 0.448
H13 -3.016 0.515 -0.344
H14 -1.672 1.649 -0.344
H15 -2.826 1.501 1.026
H16 1.991 -1.308 -0.265
H17 1.031 -2.786 -0.086
H18 2.135 -2.295 1.198
C10 -4.396 -3.399 -1.309
O10 -3.150 -3.716 -0.681
C11 -2.342 -4.470 -1.391
O11 -2.506 -4.912 -2.495
O12 -1.259 -4.692 -0.644
C12 -0.216 -5.500 -1.174
H19 -5.120 -2.962 -0.630
H20 -4.874 -4.320 -1.651
H21 -4.210 -2.801 -2.198
H22 -0.386 -6.567 -0.995
H23 0.654 -5.307 -0.550
H24 -0.181 -5.324 -2.247
C13 3.138 1.161 -2.089
O13 3.628 0.212 -1.163
C14 4.950 0.168 -1.020
O14 5.711 0.812 -1.674
O15 5.237 -0.677 -0.049
C15 6.554 -0.862 0.359
H25 3.457 2.145 -1.730
H26 2.052 1.121 -2.064
H27 3.448 1.126 -3.135
H28 7.113 0.035 0.646
H29 7.196 -1.337 -0.389
H30 6.644 -1.499 1.239
C16 7.255 -1.301 -3.853
O16 6.575 -2.177 -2.989
C17 5.588 -2.937 -3.398
O17 5.227 -3.135 -4.532
O18 4.895 -3.327 -2.320
C18 3.646 -3.949 -2.549
H31 6.585 -0.793 -4.552
H32 8.039 -1.778 -4.437
H33 7.629 -0.471 -3.257
H34 2.972 -3.182 -2.947
H35 3.162 -4.206 -1.608
H36 3.700 -4.779 -3.249
C19 -1.383 -0.143 -3.725
O19 -2.591 -0.107 -2.967
C20 -3.701 0.067 -3.656
O20 -3.769 0.425 -4.801
O21 -4.747 -0.169 -2.855
C21 -6.045 -0.123 -3.411
H37 -0.672 -0.670 -3.094
H38 -0.910 0.806 -3.987
H39 -1.477 -0.639 -4.691
H40 -6.063 -0.634 -4.381
H41 -6.338 0.899 -3.639
H42 -6.750 -0.630 -2.761
C22 0.110 2.951 1.078
O22 0.447 1.798 1.813
C23 1.700 1.451 2.040
O23 2.652 2.010 1.531
O24 1.735 0.416 2.847
C24 2.989 -0.137 3.213
H43 0.467 3.882 1.517
H44 -0.967 3.100 1.047
H45 0.421 2.898 0.034
H46 2.730 -1.073 3.703
H47 3.574 0.500 3.873
H48 3.633 -0.382 2.368
C25 -4.774 2.664 2.933
O25 -3.510 2.779 3.558
C26 -3.379 2.494 4.853
O26 -4.219 2.033 5.555
O27 -2.164 2.818 5.253
C27 -1.153 3.178 4.305
H49 -4.883 1.725 2.398
H50 -4.778 3.382 2.108
H51 -5.670 2.911 3.496
H52 -1.568 3.710 3.456
H53 -0.601 2.289 4.004
H54 -0.441 3.782 4.863
C28 5.105 -4.215 1.788
O28 6.377 -4.264 1.189
C29 7.442 -4.266 2.016
O29 7.430 -3.907 3.160
O30 8.454 -4.832 1.391
C30 9.597 -5.137 2.176
H55 5.049 -3.939 2.844
H56 4.710 -5.235 1.864
H57 4.399 -3.621 1.216
H58 9.418 -5.982 2.836
H59 10.040 -4.229 2.580
H60 10.370 -5.491 1.489

Atom charges from the Löwdin analysis, given in e for atoms 1 to 8: C -0.05; O 0.01; C -0.63; O 0.13; O 0.01; C -0.02; H 0.10; H 0.08

=====

C30H61BrClN7O7P | wB97M-V/def2-TZVPD

The value obtained for the largest force on an atom is 9.3 eV Å⁻¹. The charge is -1. The value obtained for the HOMO energy is -3.5503 eV. The value obtained for the total energy is -5464.753170 a.u.

CARTESIAN COORDINATES (ANGSTROEM)
C1 -1.408 2.437 0.141
C2 -0.315 1.797 -0.517
C3 0.900 0.935 -1.215
P1 0.987 -0.902 -0.653
C4 0.971 -0.104 1.126
C5 -0.183 -0.403 2.070
C6 1.570 -2.524 0.213
C7 3.134 -2.923 -0.223
C8 3.660 -3.064 -1.771
N1 4.100 -3.135 0.770
O1 0.829 -1.616 -2.272
C9 -0.382 -2.454 -2.333
N2 -0.862 -2.928 -3.721
C10 -1.086 -4.419 -3.580
C11 -1.543 -5.163 -4.994
C12 -1.522 -1.542 -1.516
Br1 -2.009 -0.196 -2.914
C13 -2.797 -2.321 -0.837
C14 -4.225 -2.123 -1.646
C15 -5.062 -0.772 -1.193
Cl1 -5.304 -3.575 -1.096
O2 -0.745 -1.102 -0.317
H1 -2.479 2.947 0.277
H2 1.967 1.444 -1.116
H3 0.686 0.900 -2.387
H4 2.432 -0.703 -0.835
H5 1.816 0.642 1.490
H6 -0.391 -1.563 2.238
H7 -0.820 0.418 2.607
H8 1.597 -2.418 1.398
H9 0.884 -3.451 0.004
H10 3.030 -3.812 -2.434
H11 4.777 -3.431 -1.840
H12 3.623 -1.967 -2.238
H13 3.674 -3.005 1.706
H14 -0.438 -3.455 -1.728
H15 -0.144 -2.692 -4.447
H16 -0.105 -4.997 -3.232
H17 -1.996 -4.596 -2.829
H18 -2.711 -5.243 -4.974
H19 -1.109 -4.616 -5.935
H20 -1.126 -6.278 -4.935
H21 -3.013 -1.975 0.284
H22 -2.642 -3.502 -0.758
H23 -4.125 -2.240 -2.810
H24 -4.467 0.232 -1.359
H25 -5.396 -0.775 -0.065
H26 -6.020 -0.694 -1.893
C16 3.465 3.487 0.382
O3 3.483 2.708 1.326
N3 2.749 4.664 0.328
C17 2.781 5.533 -0.830
C18 1.939 5.046 1.466
H27 4.046 3.293 -0.535
H28 3.158 6.514 -0.526
H29 1.766 5.635 -1.223
H30 3.429 5.125 -1.610
H31 2.582 5.137 2.346
H32 1.196 4.264 1.652
H33 1.433 5.997 1.279
C19 -5.240 -5.090 -7.081
O4 -4.578 -5.838 -6.372
N4 -5.788 -3.889 -6.683
C20 -6.560 -3.060 -7.584
C21 -5.586 -3.442 -5.320
H34 -5.453 -5.335 -8.134
H35 -6.073 -2.085 -7.672
H36 -7.566 -2.932 -7.173
H37 -6.633 -3.516 -8.575
H38 -4.513 -3.346 -5.132
H39 -5.998 -4.190 -4.636
H40 -6.077 -2.479 -5.153
C22 4.035 -2.733 4.833
O5 3.845 -2.633 3.627
N5 4.674 -3.783 5.458
C23 4.859 -3.826 6.893
C24 5.177 -4.877 4.654
H41 3.692 -1.956 5.535
H42 5.930 -3.871 7.111
H43 4.366 -4.720 7.286
H44 4.432 -2.941 7.373
H45 5.901 -4.486 3.933
H46 4.345 -5.330 4.108
H47 5.657 -5.631 5.285
C25 -0.507 7.920 -0.466
O6 0.114 6.873 -0.601
N6 0.052 9.178 -0.386
C26 -0.755 10.369 -0.225
C27 1.491 9.313 -0.465
H48 -1.607 7.931 -0.395
H49 -0.576 11.034 -1.075
H50 -0.464 10.871 0.702
H51 -1.819 10.122 -0.181
H52 1.835 8.903 -1.419
H53 1.947 8.741 0.349
H54 1.786 10.363 -0.387
C28 1.081 -0.139 6.394
O7 1.099 -0.917 7.339
N7 0.365 1.038 6.341
C29 0.397 1.907 5.182
C30 -0.446 1.420 7.478
H55 1.662 -0.333 5.477
H56 0.774 2.888 5.486
H57 -0.618 2.010 4.789
H58 1.045 1.500 4.402
H59 0.198 1.512 8.359
H60 -1.188 0.638 7.665
H61 -0.952 2.371 7.291

Atom charges from the Löwdin analysis, given in e for atoms 1 to 8: C -0.01; C -0.14; C -0.30; P 0.53; C -0.24; C -0.10; C -0.23; C -0.33

=====

C30H61IN6O11P2S | wB97M-V/def2-TZVPD

The SMILES is O=C(I)Cc1cnc2cc(PP(=O)(O)O)c(CCCCS(=O)(=O)O)cc2n1.COC[C@@H](C)N.COC[C@@H](C)N.COC[C@@H](C)N.COC[C@@H](C)N. The value obtained for the largest force on an atom is 2.5 eV Å⁻¹. The value obtained for the HOMO energy is -8.9038 eV. The value obtained for the total energy is -3714.435907 a.u.

CARTESIAN COORDINATES (ANGSTROEM)
O1 7.453 -4.713 4.931
C1 6.848 -4.551 5.947
I1 7.972 -3.907 7.689
C2 5.337 -4.823 6.002
C3 4.488 -3.631 5.546
C4 4.923 -2.289 5.784
N1 4.257 -1.203 5.467
C5 3.070 -1.516 4.871
C6 2.202 -0.441 4.504
C7 1.003 -0.647 3.893
P1 -0.137 0.729 3.453
P2 -1.210 1.063 5.331
O2 -1.265 -0.259 5.985
O3 -2.696 1.607 5.058
O4 -0.336 2.089 6.253
C8 0.558 -2.015 3.570
C9 -0.804 -2.236 2.896
C10 -1.016 -3.682 2.343
C11 -1.515 -4.601 3.516
C12 -3.055 -4.808 3.463
S1 -3.915 -3.610 4.521
O5 -3.187 -3.399 5.735
O6 -4.083 -2.365 3.814
O7 -5.330 -4.269 4.928
C13 1.384 -3.031 3.933
C14 2.633 -2.819 4.592
N2 3.363 -3.919 4.936
H1 5.134 -5.625 5.274
H2 5.007 -5.218 6.976
H3 5.886 -2.152 6.292
H4 2.461 0.600 4.720
H5 0.615 1.898 3.149
H6 -3.267 1.125 5.681
H7 0.069 1.508 6.917
H8 -0.988 -1.548 2.059
H9 -1.566 -2.077 3.679
H10 -0.095 -4.061 1.882
H11 -1.841 -3.606 1.620
H12 -1.185 -4.241 4.499
H13 -1.077 -5.600 3.343
H14 -3.464 -4.660 2.455
H15 -3.335 -5.805 3.837
H16 -6.042 -3.644 4.714
H17 1.064 -4.055 3.735
C15 -1.114 0.355 -3.360
C16 -2.028 -0.248 -2.299
C17 -1.337 -0.475 -0.946
O8 -0.474 -1.598 -0.893
C18 0.821 -1.379 -1.424
N3 -2.612 -1.487 -2.828
H18 -0.417 -0.373 -3.775
H19 -1.704 0.738 -4.192
H20 -0.535 1.188 -2.954
H21 -2.841 0.465 -2.130
H22 -2.109 -0.670 -0.195
H23 -0.799 0.423 -0.617
H24 1.170 -0.359 -1.240
H25 0.840 -1.597 -2.494
H26 1.504 -2.074 -0.934
H27 -3.297 -1.837 -2.162
H28 -1.882 -2.195 -2.817
C19 -5.554 0.735 -7.938
C20 -4.694 -0.169 -7.059
C21 -3.664 0.596 -6.213
O9 -2.526 1.040 -6.934
C22 -2.710 2.249 -7.647
N4 -4.059 -1.186 -7.902
H29 -5.018 1.097 -8.815
H30 -6.425 0.188 -8.302
H31 -5.915 1.601 -7.377
H32 -5.368 -0.678 -6.363
H33 -3.278 -0.090 -5.455
H34 -4.129 1.431 -5.672
H35 -3.376 2.937 -7.120
H36 -3.094 2.045 -8.649
H37 -1.735 2.726 -7.758
H38 -3.567 -1.845 -7.305
H39 -3.313 -0.728 -8.420
C23 10.857 2.190 5.514
C24 9.468 1.623 5.791
C25 9.411 0.715 7.031
O10 9.941 -0.583 6.836
C26 11.350 -0.673 6.946
N5 8.988 0.933 4.589
H40 11.528 1.451 5.076
H41 10.791 3.018 4.807
H42 11.317 2.570 6.430
H43 8.805 2.472 5.983
H44 8.358 0.563 7.286
H45 9.876 1.195 7.903
H46 11.746 0.014 7.700
H47 11.825 -0.486 5.980
H48 11.597 -1.693 7.242
H49 8.026 0.642 4.740
H50 9.497 0.055 4.520
C27 -7.209 7.049 -7.916
C28 -7.748 5.713 -8.418
C29 -6.844 4.517 -8.076
O11 -5.691 4.399 -8.892
C30 -4.602 5.216 -8.507
N6 -7.998 5.813 -9.860
H51 -6.387 7.421 -8.529
H52 -7.993 7.806 -7.944
H53 -6.859 6.969 -6.885
H54 -8.707 5.544 -7.919
H55 -7.417 3.602 -8.251
H56 -6.567 4.514 -7.014
H57 -4.538 5.331 -7.421
H58 -4.668 6.194 -8.989
H59 -3.687 4.738 -8.860
H60 -8.449 4.958 -10.175
H61 -7.093 5.794 -10.326

Atom charges from the Löwdin analysis, given in e for atoms 1 to 8: O 0.01; C -0.83; I 0.81; C -0.12; C -0.24; C -0.07; N 0.15; C -0.21

=====

C30H62BClN8O7 | wB97M-V/def2-TZVPD

The SMILES is COCCCC[C@](C)(C#N)[C@@](C#N)(C[C@@H](C)Cl)B(O)N(C)C.CN(C)C=O.CN(C)C=O.CN(C)C=O.CN(C)C=O.CN(C)C=O. The value obtained for the largest force on an atom is 5.5 eV Å⁻¹. The energy above the lowest of the compared OMol25 structures with the same formula, charge and spin comes out at 135.9 kJ/mol. The value obtained for the HOMO energy is -8.7875 eV. The value obtained for the total energy is -2630.056789 a.u.

CARTESIAN COORDINATES (ANGSTROEM)
C1 1.451 5.268 -0.198
O1 0.310 4.988 -0.989
C2 0.632 4.131 -2.107
C3 1.214 2.800 -1.569
C4 1.141 1.625 -2.601
C5 2.353 0.661 -2.586
C6 2.397 -0.411 -1.446
C7 2.621 0.267 -0.050
C8 3.728 -1.143 -1.711
N1 4.637 -1.729 -1.998
C9 1.235 -1.477 -1.466
C10 0.612 -1.541 -2.864
N2 0.139 -1.527 -3.879
C11 1.656 -2.966 -1.164
C12 2.191 -3.244 0.273
C13 1.389 -4.416 0.966
Cl1 3.932 -3.812 0.301
B1 -0.013 -1.136 -0.474
O2 -0.692 -2.135 0.265
N3 -0.536 0.242 -0.286
C14 -0.770 0.465 1.163
C15 -1.847 0.226 -1.000
H1 1.433 6.275 0.253
H2 2.363 5.196 -0.839
H3 1.611 4.520 0.612
H4 -0.317 4.012 -2.658
H5 1.398 4.679 -2.696
H6 2.283 2.888 -1.281
H7 0.681 2.539 -0.630
H8 1.167 2.128 -3.599
H9 0.158 1.116 -2.586
H10 3.270 1.298 -2.436
H11 2.503 0.189 -3.577
H12 2.898 -0.446 0.746
H13 1.795 0.924 0.259
H14 3.506 0.925 -0.187
H15 2.318 -3.400 -1.942
H16 0.725 -3.554 -1.255
H17 2.138 -2.395 0.970
H18 0.315 -4.391 0.727
H19 1.597 -4.316 2.048
H20 1.853 -5.364 0.623
H21 -1.194 -2.663 -0.396
H22 -0.140 -0.195 1.802
H23 -0.536 1.502 1.482
H24 -1.819 0.265 1.462
H25 -2.645 -0.285 -0.428
H26 -2.125 1.242 -1.340
H27 -1.689 -0.365 -1.938
C16 -2.069 -1.008 4.253
O3 -1.218 -0.295 4.758
N4 -3.318 -1.184 4.727
C17 -4.275 -2.050 4.067
C18 -3.717 -0.483 5.937
H28 -1.870 -1.584 3.333
H29 -5.150 -1.465 3.774
H30 -4.584 -2.840 4.755
H31 -3.836 -2.503 3.179
H32 -3.620 0.592 5.779
H33 -3.057 -0.774 6.756
H34 -4.746 -0.724 6.193
C19 -1.476 1.878 7.329
O4 -2.399 1.927 8.125
N5 -0.223 2.322 7.565
C20 0.823 2.228 6.566
C21 0.083 2.908 8.857
H35 -1.599 1.454 6.321
H36 1.645 1.622 6.956
H37 1.193 3.230 6.334
H38 0.444 1.768 5.655
H39 -0.112 2.176 9.643
H40 -0.560 3.774 9.025
H41 1.126 3.215 8.894
C22 -4.763 2.458 0.088
O5 -3.757 2.664 0.738
N6 -5.259 3.279 -0.862
C23 -6.467 2.966 -1.599
C24 -4.556 4.517 -1.152
H42 -5.368 1.546 0.233
H43 -6.237 2.910 -2.665
H44 -7.208 3.751 -1.431
H45 -6.880 2.012 -1.274
H46 -3.538 4.290 -1.474
H47 -4.503 5.125 -0.247
H48 -5.072 5.070 -1.935
C25 5.899 1.505 -3.757
O6 4.857 2.046 -3.428
N7 6.053 0.705 -4.830
C26 7.326 0.095 -5.159
C27 4.907 0.445 -5.683
H49 6.828 1.636 -3.179
H50 7.639 0.424 -6.152
H51 7.218 -0.991 -5.155
H52 8.088 0.378 -4.434
H53 4.532 1.389 -6.084
H54 4.116 -0.020 -5.094
H55 5.189 -0.214 -6.501
C28 -1.290 -5.035 -1.859
O7 -2.108 -4.251 -1.394
N8 -1.453 -5.731 -2.994
C29 -0.442 -6.647 -3.488
C30 -2.682 -5.559 -3.751
H56 -0.329 -5.237 -1.363
H57 -0.115 -6.323 -4.478
H58 -0.867 -7.650 -3.558
H59 0.417 -6.670 -2.820
H60 -2.785 -4.513 -4.041
H61 -3.534 -5.832 -3.126
H62 -2.667 -6.185 -4.641

Atom charges from the Löwdin analysis, given in e for atoms 1 to 8: C -0.14; O -0.21; C -0.20; C -0.18; C -0.16; C -0.15; C -0.34; C 0.00